DFT (ωB97M-V with the def2-TZVPD basis set) results for C22H26N4O3S in the gas phase at a distorted geometry.

Geometry as ORCA input:
```
! wB97M-V def2-TZVPD RIJCOSX def2/J DEFGRID3
* xyz 0 1
C -4.05 -2.30 1.00
H -4.45 -2.84 0.14
H -4.47 -1.30 1.01
H -4.38 -2.81 1.90
C -2.53 -2.26 0.95
C -1.95 -3.67 1.06
H -2.28 -4.14 1.99
H -0.87 -3.64 1.05
H -2.28 -4.28 0.23
C -2.04 -1.59 -0.35
C -2.53 -0.19 -0.47
N -1.88 0.83 0.01
C -2.63 1.94 -0.29
C -2.41 3.29 -0.02
C -3.36 4.19 -0.45
C -4.51 3.78 -1.13
C -4.75 2.45 -1.41
C -3.80 1.54 -0.98
N -3.70 0.17 -1.08
H -4.35 -0.45 -1.53
H -5.64 2.13 -1.93
H -5.23 4.52 -1.44
H -3.22 5.24 -0.26
H -1.52 3.60 0.50
N -0.59 -1.51 -0.38
C 0.18 -2.16 -1.28
O -0.23 -3.06 -1.98
C 1.60 -1.70 -1.28
C 2.63 -2.63 -1.43
C 3.95 -2.22 -1.45
C 4.26 -0.88 -1.32
C 3.24 0.04 -1.19
C 1.91 -0.35 -1.18
H 1.15 0.41 -1.15
S 3.62 1.79 -1.02
O 2.57 2.54 -1.64
O 4.98 1.99 -1.44
N 3.58 2.15 0.61
C 2.29 2.06 1.27
H 1.50 2.16 0.52
H 2.21 2.89 1.98
C 2.28 0.71 2.01
H 1.87 0.83 3.02
H 1.68 -0.03 1.49
C 3.76 0.27 2.05
H 4.10 0.06 3.07
H 3.91 -0.63 1.46
C 4.53 1.45 1.44
H 5.38 1.16 0.84
H 4.86 2.14 2.23
H 5.28 -0.52 -1.34
H 4.74 -2.95 -1.57
H 2.37 -3.67 -1.54
H -0.23 -0.71 0.12
H -2.35 -2.20 -1.21
H -2.16 -1.65 1.79
*
```

As for the HOMO energy: -0.3220 hartree. Its SMILES is CC(C)[C@H](NC(=O)c1cccc(S(=O)(=O)N2CCCC2)c1)c1nc2ccccc2[nH]1. As for the HOMO-LUMO gap: 9.2 eV. Its max |F| is 0.0235 Eh/bohr. For the LUMO energy, the calculation gives 0.5 eV.

Here is what Mulliken gives for the atomic charges, in e: -1.565, 0.325, 0.396, 0.443, 0.516, -1.547, 0.484, 0.286, 0.348, -0.393, -0.333, -0.458, 0.532, -0.905, -0.507, -0.462, -1.012, 0.670, 0.084, 0.238, 0.395, 0.381, 0.398, 0.462, 0.135, 0.067, -0.652, 0.362, -0.760, -0.641, -0.376, -0.034, -0.457, 0.941, 1.190, -0.681, -0.727, 0.064, -0.861, 0.381, 0.324, 0.137, 0.583, -0.336, -0.694, 0.399, 0.217, -0.766, 0.378, 0.388, 0.507, 0.422, 0.491, 0.126, 0.757, 0.340